[1]
2 unconnected molecules or ions with the total composition C3H7NOS in a non-equilibrium geometry. Source: the OMol25 dataset; level of theory: ωB97M-V/def2-TZVPD.

Structure (XYZ):
```
13
Properties=species:S:1:pos:R:3:forces:R:3
C 0.160 1.307 2.567 0.754 -0.996 0.435
C 0.131 -1.252 -1.351 -2.944 -2.788 -2.128
C -0.530 0.858 0.008 -1.950 -0.830 -0.072
N 0.503 -0.063 -0.514 2.366 -0.581 -3.329
O 1.027 0.538 2.578 0.446 -0.210 -0.691
S -0.976 2.247 2.989 -1.260 1.301 0.281
H -0.543 -1.919 -0.761 0.656 0.636 0.032
H -0.549 -1.063 -2.248 0.695 1.026 1.381
H 0.796 -1.993 -1.916 0.647 1.467 1.528
H -1.030 1.231 -0.964 0.354 -0.508 1.563
H -1.262 0.119 0.589 1.111 1.503 -1.322
H 1.102 -0.467 0.188 0.174 0.322 0.879
H 1.171 0.456 -1.165 -1.049 -0.342 1.444
```
Forces are in eV/Å.

Properties
**Total charge**: 0
**Largest force on an atom**: 4.6 eV/Å
**Energy relative to the best compared isomer or geometry (same formula, charge and spin)**: 95.3 kcal per mole
**Energy**: -646.5602 a.u.
**HOMO**: -7.05 eV

These are the Mulliken partial charges, in e, on atoms 1 to 8: 0.6477 -0.9041 -0.8972 -0.1669 -0.3948 -0.3160 0.3401 0.3178

[2]
2 unconnected molecules or ions with the total composition CH4N2O3 in a non-equilibrium geometry. Source: the OMol25 dataset; level of theory: ωB97M-V/def2-TZVPD.

Structure (XYZ):
```
10
Properties=species:S:1:pos:R:3:forces:R:3
O 1.438 -2.526 0.071 0.043 0.246 0.183
N 0.590 -1.687 0.147 -0.559 0.154 1.718
O 0.181 -1.116 1.170 1.383 -2.188 -1.485
O 0.005 -1.430 -1.061 0.968 -1.340 -0.571
H -0.540 -0.655 -0.982 -0.993 1.418 1.200
C -0.152 1.742 -0.133 -0.606 -2.419 -0.926
N -0.759 0.740 0.339 -0.515 0.846 -0.051
H -0.017 2.702 0.206 0.453 2.111 1.637
H 0.281 1.532 -1.090 0.100 0.414 -0.954
H -1.026 0.698 1.334 -0.273 0.759 -0.751
```
Forces are in eV/Å.

Properties
**SMILES**: O=[N+]([O-])O.C=N
**Total charge**: 0
**Largest force on an atom**: 3.0 eV/Å
**Energy relative to the best compared isomer or geometry (same formula, charge and spin)**: 77.0 kcal per mole
**Energy**: -375.5445 a.u.
**HOMO**: -10.12 eV

These are the Mulliken partial charges, in e, on atoms 1 to 8: -0.5399 1.0176 -0.4815 -0.4261 0.4600 -0.1663 -0.5497 0.3166

[3]
2 unconnected molecules or ions with the total composition C11H15NOS in a non-equilibrium geometry. Source: the OMol25 dataset; level of theory: ωB97M-V/def2-TZVPD.

Structure (XYZ):
```
29
Properties=species:S:1:pos:R:3:forces:R:3
S 3.421 2.952 0.044 1.424 4.377 0.201
N 2.931 1.539 0.009 -1.707 -6.102 -0.362
C 2.606 0.403 -0.037 1.376 4.790 0.309
C 2.068 -0.799 -0.239 -1.695 -4.303 0.051
C 1.481 -1.472 -1.288 -0.045 1.782 1.223
C 1.077 -2.741 -0.836 0.076 -0.139 -1.248
C 1.530 -2.839 0.448 -0.807 -0.345 0.361
O 2.024 -1.662 0.844 1.303 0.230 0.252
H 1.121 -0.879 -2.087 0.014 -0.162 -1.295
H 0.545 -3.339 -1.583 0.277 -0.525 1.118
H 1.519 -3.589 1.251 -0.171 0.338 -0.786
C -1.510 -0.998 1.071 -1.772 3.645 0.540
C -0.952 0.458 0.808 0.817 -1.318 0.959
C -0.013 0.953 1.925 0.248 -1.202 -1.624
C -1.264 1.145 -0.296 -0.795 -1.679 0.350
C -0.793 2.435 -0.868 1.099 -2.304 0.943
C -2.111 0.466 -1.336 -1.452 -0.556 0.957
H -2.625 -0.899 1.190 0.891 -0.247 0.038
H -1.123 -1.449 1.947 0.532 -0.213 0.990
H -1.366 -1.638 0.285 0.516 -1.576 -2.088
H 1.053 0.526 1.845 -1.612 0.658 0.045
H -0.427 0.567 2.853 0.099 0.677 0.353
H -0.008 2.018 1.763 0.406 0.557 0.900
H -0.679 3.200 -0.180 0.855 1.523 1.290
H -1.517 2.695 -1.559 -0.973 0.987 -1.564
H 0.113 2.033 -1.326 0.394 1.230 -0.476
H -3.187 0.490 -0.994 0.772 0.233 -0.567
H -1.917 -0.613 -1.404 0.216 0.371 -0.515
H -1.998 1.038 -2.253 -0.287 -0.730 -0.355
```
Forces are in eV/Å.

Properties
**SMILES**: [S-][N+]#Cc1ccco1.CC(C)=C(C)C
**Total charge**: 0
**Largest force on an atom**: 6.3 eV/Å
**Energy relative to the best compared isomer or geometry (same formula, charge and spin)**: 125.9 kcal per mole
**Energy**: -956.1665 a.u.
**HOMO (spin up / spin down)**: -7.78 / -7.78 eV

These are the Mulliken partial charges, in e, on atoms 1 to 8: -0.2551 -0.1238 0.7197 -0.0237 -0.4746 -0.2487 -0.5899 -0.3464

[4]
A molecular structure, C30H26N4O2SiTi. Source: the OMol25 dataset; level of theory: ωB97M-V/def2-TZVPD.

Structure (XYZ):
```
64
Properties=species:S:1:pos:R:3:forces:R:3
Ti -1.102 0.265 -0.055 -0.014 0.059 -0.293
O -1.435 0.029 1.684 0.121 0.015 -0.103
C -1.832 -0.929 2.562 -0.057 -0.101 -0.052
C -1.555 -0.796 3.911 0.025 0.001 0.002
C -1.984 -1.780 4.785 0.012 0.016 0.005
C -2.681 -2.890 4.318 -0.001 0.005 -0.042
C -2.952 -3.015 2.969 0.008 0.004 0.058
C -2.533 -2.033 2.068 -0.029 -0.020 -0.108
C -2.795 -2.141 0.637 0.092 0.026 0.156
N -2.353 -1.315 -0.328 -0.071 -0.023 0.012
C -2.788 -1.825 -1.546 0.032 0.052 0.009
C -3.498 -2.947 -1.313 -0.010 0.001 0.010
N -3.488 -3.128 0.055 -0.027 0.013 -0.090
H -1.007 0.069 4.258 -0.002 0.004 -0.001
H -1.771 -1.682 5.840 -0.003 -0.006 0.003
H -3.009 -3.655 5.007 -0.003 -0.005 -0.002
H -3.489 -3.890 2.626 -0.004 -0.004 0.000
H -2.549 -1.351 -2.482 -0.001 -0.010 -0.002
H -3.998 -3.623 -1.983 -0.007 -0.015 0.015
H -3.937 -3.888 0.541 -0.003 0.005 0.011
O 0.165 -0.314 -1.121 -0.290 -0.058 0.214
Si 1.805 0.125 -0.829 0.101 0.047 0.062
C 1.388 1.894 -0.351 -0.050 0.122 0.075
C 1.416 2.984 -1.221 0.010 -0.057 -0.041
C 0.757 4.165 -0.899 -0.028 0.026 0.040
C 0.023 4.273 0.280 0.012 -0.001 -0.032
C -0.019 3.205 1.163 0.023 -0.010 0.021
C 0.672 2.030 0.855 0.014 -0.007 -0.063
C 2.192 -0.848 0.700 0.015 -0.007 0.044
C 3.198 -0.444 1.584 -0.001 0.037 -0.036
C 3.417 -1.126 2.770 0.003 0.007 -0.007
C 2.631 -2.224 3.094 -0.027 -0.025 -0.010
C 1.633 -2.646 2.227 0.033 -0.013 0.038
C 1.419 -1.964 1.038 0.023 0.006 -0.023
C 2.802 -0.030 -2.354 0.021 -0.010 -0.058
C 2.497 -0.964 -3.348 0.009 0.021 0.019
C 3.307 -1.088 -4.466 -0.024 -0.005 0.023
C 4.431 -0.284 -4.598 0.024 -0.009 -0.041
C 4.750 0.646 -3.619 -0.015 0.004 0.023
C 3.937 0.774 -2.503 -0.001 -0.004 -0.003
H 1.963 2.916 -2.154 0.000 -0.009 0.000
H 0.820 5.012 -1.571 -0.006 0.007 0.004
H -0.484 5.197 0.522 0.002 0.006 -0.010
H -0.550 3.294 2.102 0.006 -0.009 0.004
H 0.748 1.240 1.600 -0.021 0.044 0.043
H 3.816 0.417 1.350 0.007 0.000 0.010
H 4.201 -0.804 3.442 0.002 0.003 -0.002
H 2.804 -2.757 4.020 0.002 0.001 0.001
H 1.037 -3.516 2.472 -0.008 0.001 -0.010
H 0.662 -2.325 0.348 -0.034 -0.028 0.034
H 1.626 -1.603 -3.247 -0.004 -0.006 -0.007
H 3.067 -1.814 -5.231 0.002 -0.002 -0.002
H 5.064 -0.386 -5.469 0.000 0.002 0.001
H 5.629 1.266 -3.724 0.000 0.001 -0.002
H 4.199 1.504 -1.743 0.003 -0.002 0.000
N -2.809 3.223 -2.450 -0.054 0.005 0.067
C -3.721 3.292 -1.416 0.000 0.004 -0.009
C -3.349 2.347 -0.525 -0.014 -0.023 -0.001
N -2.217 1.702 -1.013 0.099 -0.059 0.129
C -1.923 2.271 -2.180 0.085 0.004 -0.063
H -2.814 3.800 -3.278 0.021 -0.013 -0.011
H -4.538 3.991 -1.411 0.002 0.007 -0.012
H -3.801 2.081 0.415 0.013 -0.006 0.003
H -1.090 2.011 -2.814 -0.012 -0.007 -0.001
```
Forces are in eV/Å.

Properties
**Total charge**: +2
**Largest force on an atom**: 0.4 eV/Å
**Energy relative to the best compared isomer or geometry (same formula, charge and spin)**: 0.0 kcal per mole
**Energy**: -2666.9926 a.u.
**HOMO**: -13.93 eV

These are the Mulliken partial charges, in e, on atoms 1 to 8: 0.9751 0.3905 0.6453 -0.6311 -0.6412 -0.9399 -1.0189 0.6702